1.
# C27H35N3O5P2S6SeTc

A structure of composition C27H35N3O5P2S6SeTc (the ωB97M-V functional and the def2-TZVPD basis, the Open Molecules 2025 dataset).

```
80
Properties=species:S:1:pos:R:3:mulliken_charge:R:1
Tc -0.0623 -0.1722 -0.1943 -0.439
C 1.2950 -3.2073 -1.8611 -1.971
P -0.2667 -2.4511 -1.3289 2.263
C -1.0579 -2.2522 -2.9915 0.063
N -0.4397 -2.4464 -4.0786 -0.298
C -0.8908 -1.9555 -5.3051 0.389
C -0.6978 -2.7657 -6.4339 -0.656
C -1.0170 -2.3197 -7.6936 -0.555
C -1.4718 -1.0079 -7.8728 -0.503
C -1.6042 -0.1775 -6.7861 -0.837
C -1.3622 -0.6409 -5.4835 0.269
N -1.4192 0.2937 -4.4473 -0.229
C -1.8395 0.0301 -3.2830 -0.164
P -1.3409 1.0648 -1.7996 2.266
C -0.0349 2.0710 -2.6079 -1.865
C -2.7836 2.2827 -1.6347 2.356
C -2.8230 2.7937 -0.1903 -1.683
C -2.5874 3.4710 -2.5795 -1.905
C -4.1245 1.6139 -1.9813 -1.379
C -1.1698 -3.9203 -0.5967 1.866
C -1.5520 -4.9386 -1.6696 -1.786
C -0.2033 -4.5353 0.4272 -2.110
C -2.4359 -3.4841 0.1432 -1.556
H 1.0943 -4.1551 -2.3557 0.465
H 1.9666 -3.3409 -1.0167 0.431
H 1.7801 -2.5336 -2.5607 0.486
H -0.3158 -3.7668 -6.2752 0.451
H -0.9034 -2.9777 -8.5460 0.372
H -1.6995 -0.6418 -8.8658 0.371
H -1.9246 0.8506 -6.9010 0.447
H 0.2761 2.8568 -1.9195 0.485
H -0.3478 2.4859 -3.5608 0.476
H 0.8192 1.4141 -2.7585 0.465
H -1.8889 3.2748 0.0986 0.328
H -3.0011 1.9750 0.5064 0.205
H -3.6343 3.5241 -0.0889 0.506
H -1.6978 4.0525 -2.3422 0.325
H -3.4553 4.1285 -2.4721 0.554
H -2.5326 3.1563 -3.6252 0.337
H -4.5045 1.0346 -1.1437 -0.086
H -4.0605 0.9528 -2.8484 0.196
H -4.8535 2.3940 -2.2228 0.589
H -0.7018 -5.2621 -2.2704 0.294
H -2.3130 -4.5423 -2.3461 0.334
H -1.9706 -5.8225 -1.1782 0.537
H 0.6373 -5.0403 -0.0502 0.381
H -0.7477 -5.2704 1.0279 0.523
H 0.2008 -3.7750 1.1028 0.329
H -3.1235 -2.9353 -0.5001 0.183
H -2.1877 -2.8525 0.9949 0.138
H -2.9484 -4.3754 0.5219 0.659
O -1.3167 -0.3592 1.3494 -0.572
N -2.6891 -0.5548 1.4199 1.030
C -3.0435 -0.9494 2.6655 -0.202
C -4.3500 -1.2259 2.9473 -0.827
C -5.2836 -1.0796 1.9166 -0.472
C -4.8436 -0.6430 0.6873 -0.986
C -3.4951 -0.3428 0.3783 -0.415
S -2.7035 -1.5288 -2.9657 -0.216
H -2.2325 -1.0383 3.3749 0.406
H -4.6270 -1.5436 3.9426 0.422
H -6.3325 -1.2990 2.0908 0.405
H -5.5716 -0.5280 -0.1137 0.420
O 1.5616 -1.1093 0.9423 -0.729
Se 2.7661 -0.6466 -0.1487 1.182
O 3.5875 0.6671 0.3140 -0.488
O 1.6228 -0.2274 -1.3810 -0.706
O 3.7151 -1.8900 -0.5694 -0.712
C 4.7106 3.6137 1.5004 -0.759
S 2.9510 4.0471 1.5626 -0.060
C 2.3381 2.7325 2.5468 0.031
C 1.3514 1.8912 2.1937 -0.007
S 0.4420 1.9729 0.6924 -0.377
S 0.8599 0.7634 3.4341 0.017
C 1.9670 1.2252 4.6558 0.005
S 2.0492 0.5196 6.1520 -0.314
S 2.9717 2.5263 4.1592 -0.220
H 5.1704 4.3360 0.8259 0.315
H 4.8125 2.6067 1.1020 0.191
H 5.1732 3.6960 2.4826 0.316
```

Computed properties:
* net charge: -1
* LUMO level: 1.5 eV
* orbital gap: 6.4608 eV

2.
# C27H35N8O5S2Tl

A structure of composition C27H35N8O5S2Tl (the ωB97M-V functional and the def2-TZVPD basis, the Open Molecules 2025 dataset).

```
78
Properties=species:S:1:pos:R:3:mulliken_charge:R:1
Tl 0.9570 0.9539 -0.5600 0.768
N 3.4149 -0.2325 3.3395 -0.410
C 2.7585 0.5495 2.4310 0.419
S 1.0733 0.2240 2.2036 -0.596
N 3.5184 1.4552 1.8521 -1.050
N 2.8527 2.1715 0.9139 0.381
C 3.4281 3.2006 0.4102 -0.092
C 4.8026 3.6498 0.7595 0.076
C 5.0206 4.9121 1.3000 -0.026
C 6.3037 5.3313 1.6227 -0.689
C 7.3839 4.4914 1.3973 -0.391
C 7.1736 3.2294 0.8556 -0.700
C 5.8912 2.8095 0.5438 -0.120
C 2.6252 3.9946 -0.5560 0.510
C 3.2012 5.0147 -1.3122 -0.660
C 2.4057 5.7472 -2.1742 -0.542
C 1.0557 5.4473 -2.2704 -0.803
C 0.5719 4.3991 -1.5039 -0.049
N 1.3252 3.6933 -0.6687 -0.135
H 2.8467 -0.7038 4.0215 0.254
H 4.3125 0.1156 3.6388 0.247
H 4.1770 5.5681 1.4793 0.477
H 6.4577 6.3133 2.0503 0.382
H 8.3859 4.8170 1.6439 0.397
H 8.0124 2.5678 0.6819 0.380
H 5.7231 1.8193 0.1416 0.405
H 4.2582 5.2244 -1.2221 0.433
H 2.8380 6.5440 -2.7656 0.431
H 0.3965 6.0012 -2.9236 0.395
H -0.4708 4.1034 -1.5557 0.400
C -4.5974 -4.4705 -1.6258 -0.946
C -5.8527 -3.7983 -1.0967 -0.593
S -5.9342 -2.0628 -1.4689 1.349
O -7.2588 -1.5998 -1.1426 -0.698
O -5.4035 -1.8414 -2.7937 -0.674
C -4.8030 -1.3134 -0.3168 0.192
C -4.8403 0.1964 -0.5503 -1.706
N -3.6335 0.8431 -0.0552 0.448
C -2.5386 1.1158 -0.8001 0.762
N -1.6039 1.7238 -0.0874 -0.171
C -2.0943 1.8475 1.1750 -0.797
C -3.3440 1.3123 1.2124 0.112
N -4.2022 1.1705 2.3416 1.032
O -5.1558 0.4117 2.2421 -0.616
O -3.8666 1.7340 3.3602 -0.629
C -2.3953 0.7396 -2.2303 -1.575
H -4.6842 -5.5513 -1.5197 0.406
H -3.7131 -4.1492 -1.0766 0.100
H -4.4531 -4.2334 -2.6779 0.326
H -5.9545 -3.8733 -0.0137 0.377
H -6.7651 -4.1906 -1.5496 0.429
H -3.8081 -1.7159 -0.5147 -0.128
H -5.1250 -1.5611 0.6926 0.527
H -5.7076 0.6320 -0.0645 0.299
H -4.9010 0.4052 -1.6165 0.523
H -1.5272 2.2721 1.9852 0.589
H -3.2579 1.0408 -2.8240 0.527
H -2.2694 -0.3400 -2.3246 0.195
H -1.5063 1.2239 -2.6271 0.296
O -0.8109 -1.5004 -0.3932 -0.466
C -0.1173 -2.5079 -0.2744 0.207
C -0.1705 -3.6468 -1.2661 -0.840
C -0.6416 -4.9712 -0.6474 -0.411
C 0.4611 -5.7464 0.0687 -0.895
C 1.0274 -5.0379 1.2955 -0.623
C 1.6868 -3.6973 0.9857 -0.829
N 0.7467 -2.6137 0.7533 0.377
H 0.8234 -3.7872 -1.7024 0.432
H -0.8386 -3.3247 -2.0627 0.324
H -1.0567 -5.5955 -1.4408 0.379
H -1.4560 -4.7705 0.0557 0.298
H 1.2747 -5.9322 -0.6416 0.344
H 0.0790 -6.7253 0.3660 0.354
H 1.7688 -5.6847 1.7700 0.373
H 0.2332 -4.8683 2.0284 0.323
H 2.3668 -3.8064 0.1328 0.323
H 2.2971 -3.3853 1.8325 0.394
H 0.8223 -1.7781 1.3335 -0.114
```

Computed properties:
* LUMO level: -0.3 eV
* energy above the lowest of the compared OMol25 structures with the same formula, charge and spin: 62.24 kJ/mol
* orbital gap: 7.1700 eV

3.
# C27H36AsCl5FN4O6Si3W

A structure of composition C27H36AsCl5FN4O6Si3W (the ωB97M-V functional and the def2-TZVPD basis, the Open Molecules 2025 dataset).

```
84
Properties=species:S:1:pos:R:3:mulliken_charge:R:1
W 1.1757 0.3099 -0.7132 0.612
Cl 1.8050 2.4680 -0.1226 -0.351
C -0.1979 0.0186 0.9688 -0.735
C -1.1909 -0.8992 0.7362 0.574
C -1.7968 -1.7615 1.5861 -0.611
Cl -2.8904 -2.9677 1.0319 -0.107
C -1.4335 -1.6315 2.9371 0.428
Cl -2.1401 -2.6399 4.1062 -0.127
C -0.4766 -0.6645 3.2986 -0.035
Cl -0.0235 -0.5243 4.9454 -0.128
C 0.1160 0.1663 2.3403 0.140
Cl 1.3028 1.2911 2.8605 -0.092
O 0.1638 -1.2094 -1.3129 -0.245
N 1.3974 -1.3115 -1.9455 -0.367
N 1.3439 -0.4928 -3.1359 -0.345
O 0.9689 0.7643 -2.5623 -0.450
C 0.3812 -0.8996 -4.1165 0.038
C -0.1224 0.0586 -4.9870 -0.198
C -1.0084 -0.3281 -5.9800 -0.571
C -1.3754 -1.6619 -6.1116 -0.565
C -0.8449 -2.6090 -5.2490 -0.631
C 0.0334 -2.2347 -4.2410 -0.143
H 0.1914 1.0894 -4.8890 0.592
H -1.4026 0.4130 -6.6633 0.409
H -2.0635 -1.9617 -6.8902 0.420
H -1.1211 -3.6501 -5.3498 0.404
H 0.4312 -2.9724 -3.5584 0.475
F 1.2246 -5.0396 1.0421 -0.352
C 2.0457 -4.1001 1.5049 0.439
C 3.0640 -3.6451 0.7813 -0.215
N 3.9335 -2.6682 1.2618 0.023
C 4.4684 -1.7294 0.2904 -1.492
C 3.3685 -0.7649 -0.0640 1.141
O 3.3680 0.1030 -0.9660 -0.671
O 2.2555 -0.8648 0.5878 0.454
C 3.7348 -2.1009 2.5240 0.473
O 4.3816 -1.1568 2.9104 -0.586
N 2.7380 -2.6831 3.2756 0.037
C 1.7517 -3.5626 2.8363 0.260
O 0.7834 -3.8250 3.5045 -0.578
H 3.2511 -4.0102 -0.2196 0.421
H 4.7951 -2.2412 -0.6142 0.435
H 5.3106 -1.1867 0.7151 0.403
H 2.5893 -2.2658 4.1855 0.283
C -4.3863 0.1723 -0.1340 -0.779
Si -3.2928 0.5321 -1.5943 0.358
C -4.2481 1.6576 -2.7286 -1.249
C -2.7841 -1.0143 -2.4603 -0.141
As -1.3482 1.8322 -0.8542 0.805
Si -0.5087 3.6532 -2.4132 0.862
C -0.6490 5.2047 -1.4037 -1.146
C -1.7594 3.6030 -3.7838 -1.094
C 1.2093 3.6109 -3.1307 -1.101
Si -2.1886 3.0506 1.0839 0.496
C -3.6643 3.9275 0.3433 -1.167
C -2.7467 1.9296 2.4537 -0.967
C -0.9022 4.2049 1.7701 -1.122
H -5.1992 -0.4410 -0.5373 0.416
H -4.8346 1.0689 0.2918 0.304
H -3.9138 -0.4066 0.6526 0.079
H -5.2317 1.1903 -2.8418 0.466
H -3.8005 1.7325 -3.7178 0.332
H -4.4110 2.6565 -2.3242 0.302
H -3.6969 -1.5119 -2.8010 0.621
H -2.2417 -1.6972 -1.8085 0.092
H -2.1670 -0.7990 -3.3326 -0.456
H -1.6166 5.3950 -0.9477 0.294
H -0.4425 6.0207 -2.1051 0.459
H 0.1265 5.2294 -0.6378 0.271
H -2.7713 3.8319 -3.4569 0.353
H -1.7561 2.6500 -4.3146 0.110
H -1.4486 4.3803 -4.4900 0.470
H 1.8113 2.7331 -2.9387 0.170
H 1.7378 4.4839 -2.7425 0.458
H 1.1087 3.7233 -4.2133 0.487
H -4.5170 3.2551 0.2477 0.306
H -3.4751 4.3800 -0.6296 0.272
H -3.9531 4.7293 1.0295 0.450
H -3.3062 1.0505 2.1463 0.273
H -3.4068 2.5499 3.0705 0.506
H -1.9132 1.6277 3.0840 0.182
H -0.9757 5.2030 1.3416 0.454
H 0.1103 3.8309 1.6203 0.253
H -1.0701 4.2840 2.8469 0.457
```

Computed properties:
* 2S+1: 3
* net charge: +1
* LUMO level (alpha / beta): -4.4 / -6.4 eV
* energy above the lowest of the compared OMol25 structures with the same formula, charge and spin: 280.91 kJ/mol
* orbital gap (alpha / beta): 6.9329 / 4.9079 eV

Short version: largest force on an atom = 0.0299 0.0145 0.0119 hartree/bohr, in the order given.